C20H25InNO2 | wB97M-V/def2-TZVPD

Structure (XYZ):
```
49
Properties=species:S:1:pos:R:3:forces:R:3
In -0.368 -0.208 -0.258 -2.210 -1.175 1.153
C -2.537 0.066 -1.297 -0.710 0.005 -0.379
C -2.341 1.211 -0.504 -0.552 0.755 -0.038
C -1.255 1.930 -1.031 -0.482 0.745 -0.395
H -2.888 1.459 0.387 -0.115 0.103 0.034
C -0.779 1.236 -2.158 -0.374 0.619 -0.921
C -1.572 0.086 -2.327 -0.529 0.520 -0.842
H -1.462 -0.647 -3.107 0.077 -0.128 -0.012
H -3.282 -0.693 -1.132 -0.067 -0.059 -0.031
H -0.811 2.806 -0.593 0.101 0.040 0.037
H 0.077 1.506 -2.751 0.138 -0.021 0.029
C -0.709 -2.493 0.482 0.272 -1.295 0.320
C -0.881 -2.491 -0.905 -0.107 -0.789 -0.244
C 0.350 -2.116 -1.497 0.522 -1.058 -0.408
H -1.797 -2.695 -1.429 -0.168 0.052 -0.082
C 1.293 -1.956 -0.463 0.591 -1.001 -0.167
C 0.641 -2.161 0.757 0.266 -1.254 0.165
H 1.062 -2.038 1.738 0.050 0.105 0.093
H -1.473 -2.667 1.219 0.061 -0.086 0.055
H 0.546 -2.002 -2.549 0.031 0.074 -0.099
H 2.312 -1.633 -0.597 0.130 0.232 -0.083
O 1.146 0.829 -0.160 4.029 3.016 0.191
C 3.948 0.548 -1.201 -1.115 -0.663 0.129
C 3.493 1.402 -0.071 -0.004 -0.916 -0.780
C 3.679 0.978 -2.593 0.053 -0.360 0.892
C 4.878 -0.577 -0.936 -0.778 0.726 -0.115
C 2.271 0.848 0.670 -0.434 0.402 -0.105
H 3.238 2.407 -0.418 -0.112 0.308 -0.064
H 4.291 1.514 0.670 0.478 0.189 0.627
H 2.502 -0.144 1.071 0.158 -0.220 0.007
H 2.036 1.486 1.529 0.078 0.199 0.434
H 4.427 1.699 -2.956 0.636 0.740 -0.697
H 2.711 1.473 -2.669 -0.163 0.077 -0.127
H 3.694 0.141 -3.292 -0.040 -0.154 -0.215
H 5.928 -0.249 -0.912 1.256 0.048 0.096
H 4.819 -1.351 -1.703 0.007 -0.225 -0.121
H 4.686 -1.046 0.031 0.038 -0.161 0.124
O -0.855 -0.212 1.818 -1.579 0.667 0.794
N -2.138 0.055 2.168 -1.980 -0.611 0.662
C -2.349 1.127 3.133 -2.373 -0.026 -1.262
C -3.785 1.282 3.590 2.539 -0.219 -0.650
C -4.769 0.504 3.130 -0.712 -1.198 -0.488
C -4.489 -0.547 2.150 -1.183 1.015 1.107
C -3.244 -0.750 1.712 2.254 1.186 0.933
H -2.003 2.087 2.696 0.703 -0.432 0.721
H -4.023 2.049 4.319 0.239 0.172 -0.112
H -5.788 0.643 3.479 0.023 -0.069 0.005
H -5.302 -1.165 1.777 0.191 0.097 -0.033
H -3.128 -1.528 0.983 0.866 0.028 -0.139
```
Positions in Å, forces in eV/Å.

Computed properties:
HOMO level (alpha / beta): 2.31 / 2.31 eV
relative energy (zero: lowest compared OMol25 entry of this formula, charge and spin): 58.6 kcal/mol
spin multiplicity: 2
net charge: -2

Here are the Mulliken charges for atoms 1 to 5, given in e: In 1.235; C -0.647; C -0.587; C -0.854; H 0.741



C20H25N10O5S2Ti | wB97M-V/def2-TZVPD

Structure (XYZ):
```
63
Properties=species:S:1:pos:R:3:forces:R:3
Ti 0.755 -0.066 -0.727 -0.585 0.352 2.222
N -0.197 0.123 1.707 0.294 0.061 -0.417
N -0.246 1.333 2.386 0.268 0.080 -0.154
C 0.344 2.426 1.881 -0.008 -0.001 -0.093
N 0.323 3.503 2.658 0.086 0.233 -0.034
S 1.049 2.474 0.338 -0.103 0.078 0.148
H -1.138 -0.222 1.575 -0.482 -0.256 -0.067
H 0.329 -0.547 2.246 0.266 -0.204 0.130
H -0.584 1.333 3.332 -0.117 0.025 0.221
H -0.111 3.520 3.567 0.002 0.006 -0.015
H 0.715 4.357 2.302 0.022 0.098 0.013
O 1.050 1.120 -2.192 -0.753 0.469 -0.989
N 0.022 1.828 -2.592 0.431 -0.057 0.261
N -1.024 1.529 -1.974 -0.388 0.115 0.178
O -0.987 0.564 -1.038 -1.366 1.160 -1.022
C -2.288 2.210 -2.246 0.417 -0.364 0.062
C -2.547 2.616 -3.541 0.215 -0.042 -0.219
C -3.753 3.242 -3.801 -0.074 0.060 -0.098
C -4.668 3.450 -2.779 -0.066 0.023 0.116
C -4.375 3.047 -1.479 -0.042 0.004 -0.010
C -3.174 2.413 -1.202 0.073 -0.044 0.070
H -1.821 2.441 -4.328 -0.119 0.003 0.083
H -3.982 3.561 -4.810 0.014 -0.019 0.060
H -5.615 3.929 -2.995 0.078 -0.016 0.034
H -5.085 3.229 -0.680 0.070 -0.029 -0.085
H -2.917 2.098 -0.199 -0.022 -0.002 -0.022
N -2.561 -1.324 0.965 -0.047 -0.155 -0.007
N -2.068 -2.651 1.020 -0.548 0.163 0.294
C -0.974 -2.977 0.344 0.656 0.392 -0.237
N -0.569 -4.240 0.353 0.010 -0.080 -0.108
N -0.386 -1.973 -0.323 0.791 -0.153 -0.378
N 0.843 -2.207 -0.939 0.541 -1.233 0.006
O 1.003 -1.406 -2.025 0.103 -0.979 0.487
O 1.706 -3.038 -0.576 -0.966 0.758 -0.524
H -3.485 -1.338 1.375 -0.137 0.059 0.068
H -2.644 -1.050 -0.009 -0.170 0.056 -0.269
H -2.692 -3.377 1.328 -0.097 -0.055 0.007
H -1.102 -4.957 0.811 -0.011 -0.051 0.036
H 0.339 -4.461 -0.013 0.252 -0.105 -0.107
O 2.236 -0.360 0.392 1.971 0.077 0.450
S 3.467 0.505 0.883 -0.081 -0.368 -0.158
C 4.233 1.133 -0.581 -0.191 0.133 -0.044
C 4.897 2.344 -0.447 -0.087 0.147 0.032
C 5.575 2.849 -1.547 0.071 -0.005 -0.107
C 5.560 2.151 -2.751 0.011 0.071 0.032
C 4.872 0.946 -2.864 0.053 0.025 -0.101
C 4.207 0.419 -1.771 0.173 0.042 0.004
C 4.681 -0.716 1.328 -0.149 -0.233 0.227
C 4.402 -2.072 1.285 0.183 0.039 -0.001
C 5.385 -2.957 1.719 -0.029 0.007 -0.028
C 6.603 -2.482 2.182 0.031 -0.016 0.025
C 6.859 -1.115 2.215 0.026 0.015 0.033
C 5.892 -0.217 1.798 0.008 0.080 -0.017
H 4.879 2.890 0.494 -0.022 -0.076 -0.152
H 6.107 3.790 -1.467 -0.054 -0.099 -0.019
H 6.089 2.551 -3.610 -0.074 -0.046 0.108
H 4.865 0.407 -3.806 0.010 0.071 0.110
H 3.711 -0.537 -1.847 -0.106 -0.117 0.029
H 3.462 -2.434 0.901 -0.080 -0.003 0.003
H 5.193 -4.021 1.691 0.010 0.036 -0.008
H 7.360 -3.179 2.525 -0.066 0.058 -0.051
H 7.812 -0.747 2.576 -0.058 -0.030 -0.025
H 6.090 0.852 1.825 -0.040 -0.160 0.017
```
Positions in Å, forces in eV/Å.

Computed properties:
HOMO level (alpha / beta): -13.55 / -14.10 eV
relative energy (zero: lowest compared OMol25 entry of this formula, charge and spin): 42.8 kcal/mol
spin multiplicity: 2
net charge: +2

Here are the Mulliken charges for atoms 1 to 5, given in e: Ti 0.198; N -0.107; N -0.692; C 0.933; N -0.451



C20H25N7OPdS | wB97M-V/def2-TZVPD

Structure (XYZ):
```
55
Properties=species:S:1:pos:R:3:forces:R:3
Pd -1.114 -0.958 -0.505 0.072 -0.076 0.168
C 1.400 -1.244 4.770 -1.184 -1.136 0.167
C 1.664 -1.773 3.393 0.547 0.275 -0.558
N 2.819 -1.881 2.793 -0.196 0.648 1.348
N 2.519 -2.224 1.535 1.993 -0.151 -1.176
C 1.225 -2.360 1.264 0.292 -0.001 -0.726
S 0.650 -2.824 -0.276 -0.461 0.288 0.906
N 0.674 -2.056 2.471 0.708 -0.049 0.365
N -0.606 -2.282 2.868 -1.178 0.174 0.146
H 2.277 -1.315 5.377 0.631 -0.293 0.239
H 0.554 -1.804 5.276 0.992 0.609 -0.718
H 1.146 -0.193 4.761 -0.272 0.278 -0.309
H 3.301 -2.293 0.863 -1.119 -0.116 0.562
H -1.131 -1.418 2.729 -0.195 -0.322 -0.356
H -0.936 -3.028 2.270 -0.587 0.080 -0.075
C 3.650 -0.149 -2.028 0.098 -1.036 -1.980
C 2.404 0.704 -2.119 0.387 0.311 -0.606
N 2.695 2.008 -1.566 -0.113 0.297 -0.160
C 3.843 2.784 -2.014 0.253 0.012 -0.774
C 4.896 2.928 -0.956 1.668 0.154 -0.486
C 1.852 2.706 -0.800 -0.413 0.676 1.035
O 2.184 3.816 -0.388 -0.753 0.016 0.031
C 0.512 2.109 -0.456 -0.426 -0.295 0.236
C -0.664 2.571 -1.092 0.082 -0.790 0.714
C -1.857 1.976 -0.759 1.233 0.836 -0.463
C -1.896 0.997 0.228 -0.458 -1.254 0.911
N -0.788 0.579 0.933 -0.684 0.303 -0.274
C 0.371 1.125 0.509 0.168 0.989 -0.624
H 3.432 -1.139 -2.524 0.388 0.916 0.460
H 3.981 -0.352 -1.022 -0.058 0.156 0.455
H 4.477 0.351 -2.585 -0.446 -0.648 0.444
H 1.608 0.252 -1.574 -0.558 -0.288 0.529
H 2.000 0.814 -3.150 0.584 -0.205 0.266
H 3.527 3.792 -2.286 -0.299 -0.103 -0.048
H 4.218 2.312 -2.920 0.128 -0.007 -0.050
H 4.444 3.353 -0.092 -0.121 0.339 0.741
H 5.770 3.550 -1.270 -0.924 -0.069 0.011
H 5.379 1.995 -0.712 -0.140 -0.657 0.246
H -0.632 3.366 -1.796 0.098 0.492 -0.547
H -2.730 2.299 -1.269 -0.842 0.145 -0.150
H -2.861 0.724 0.672 0.324 0.011 -0.183
H 1.228 0.803 1.038 0.967 -0.428 0.478
N -1.865 -1.851 -2.450 1.480 -0.317 -1.195
C -2.872 -1.696 -1.923 -1.044 -0.286 0.749
C -4.162 -1.607 -1.327 -0.399 1.525 -0.256
C -4.797 -2.658 -0.711 1.117 -2.185 0.201
C -5.955 -2.496 -0.002 -0.409 0.763 0.337
C -6.495 -1.217 0.144 -1.148 -0.050 0.088
C -5.879 -0.140 -0.447 0.864 0.146 -1.345
C -4.736 -0.344 -1.262 -1.060 0.735 1.547
H -4.300 -3.654 -0.728 -0.500 0.795 -0.077
H -6.394 -3.334 0.498 -0.269 -0.333 0.067
H -7.477 -1.030 0.622 0.858 -0.408 0.048
H -6.292 0.864 -0.347 0.116 -0.292 -0.049
H -4.263 0.539 -1.663 0.207 -0.172 -0.310
```
Positions in Å, forces in eV/Å.

Computed properties:
HOMO level: -6.83 eV
relative energy (zero: lowest compared OMol25 entry of this formula, charge and spin): 0.0 kcal/mol

Here are the Mulliken charges for atoms 1 to 5, given in e: Pd -0.088; C -1.178; C 0.929; N -0.934; N 0.347



C20H25NO2S2 | wB97M-V/def2-TZVPD

Structure (XYZ):
```
50
Properties=species:S:1:pos:R:3:forces:R:3
O 1.523 0.051 4.417 -1.358 -0.008 0.817
O -2.070 -1.563 -0.218 -0.981 -0.457 -1.379
S -3.092 -2.266 -3.335 -2.470 1.639 -0.839
S 0.306 0.440 1.558 0.158 0.280 1.269
C 1.004 -3.051 -1.733 -1.772 0.328 1.405
C 4.710 -0.042 2.724 -1.868 1.198 -0.568
C 0.593 -3.382 -2.975 -1.764 -1.161 -2.072
C 4.378 0.065 1.379 -2.522 -0.607 -0.663
C 0.029 -2.524 -0.825 -0.141 0.454 -2.009
C 3.759 0.181 3.748 1.002 -1.204 -1.274
C -0.718 -3.141 -3.441 1.269 0.518 2.731
C 3.004 0.286 1.009 1.473 -0.457 1.302
C -1.298 -2.201 -1.161 1.799 -0.866 -2.345
C 2.419 0.258 3.423 0.721 0.191 -0.511
C -1.580 -2.484 -2.580 -0.089 -0.075 1.900
C 2.054 0.363 2.071 -0.686 0.203 -2.175
N -2.077 0.744 -1.339 2.062 0.132 -1.704
C 1.222 1.150 5.288 -0.900 1.218 -0.374
C -3.381 -1.075 -0.688 -0.795 -1.155 1.330
C -3.207 -0.422 -3.162 -1.365 -1.039 1.521
C -0.415 3.311 -1.478 -0.966 -1.073 -0.969
C 0.430 1.544 0.117 1.298 -1.075 -0.458
C -1.969 1.750 -0.293 -0.587 -1.360 0.495
C -3.343 0.047 -1.665 1.835 1.020 -0.148
C -0.661 2.494 -0.176 -0.799 0.749 -0.356
H 1.989 -3.299 -1.390 0.298 0.132 0.198
H 5.689 -0.305 2.913 1.919 -0.447 0.905
H 1.073 -4.030 -3.661 1.532 -0.233 -0.311
H 4.990 -0.311 0.552 0.384 0.585 0.584
H 0.394 -2.115 0.045 0.583 0.390 2.353
H 4.024 -0.038 4.768 0.085 0.247 0.258
H -1.141 -3.525 -4.350 0.392 0.154 -0.447
H 2.785 0.245 -0.095 -0.255 0.181 1.547
H -1.317 -0.014 -1.255 -1.667 2.087 -0.103
H 1.245 2.063 4.640 -0.115 -0.440 0.831
H 1.915 1.267 6.128 0.331 -0.218 -0.353
H 0.197 1.087 5.786 1.193 -0.449 -1.145
H -3.978 -1.889 -1.047 -0.021 -0.698 -0.256
H -3.932 -0.760 0.185 0.446 0.241 0.708
H -4.092 -0.050 -3.642 -0.485 -0.263 -0.734
H -2.369 0.026 -3.613 1.106 0.478 -0.413
H -1.417 3.643 -1.928 1.416 -0.420 0.676
H 0.101 2.693 -2.272 -0.562 0.613 0.865
H 0.175 4.178 -1.274 0.459 0.591 0.032
H 1.329 2.116 0.249 0.726 0.008 -0.117
H 0.527 0.835 -0.711 0.340 0.456 -0.282
H -2.142 1.211 0.633 -0.350 0.442 0.889
H -2.692 2.509 -0.465 -1.178 0.407 0.001
H -4.252 0.718 -1.538 1.214 -0.717 -0.082
H -0.716 3.214 0.678 -0.345 -0.520 -0.530
```
Positions in Å, forces in eV/Å.

Computed properties:
HOMO level: -8.08 eV
relative energy (zero: lowest compared OMol25 entry of this formula, charge and spin): 60.7 kcal/mol
SMILES: COc1ccccc1SC[C@@H](C)CN[C@@H]1COc2ccccc2SC1

Here are the Mulliken charges for atoms 1 to 5, given in e: O -0.367; O -0.427; S -0.248; S -0.096; C -0.808



> Number 4 is which compound?

C20H25NO2S2



Repeat the fourth record exactly.
C20H25NO2S2 | wB97M-V/def2-TZVPD

Structure (XYZ):
```
50
Properties=species:S:1:pos:R:3:forces:R:3
O 1.523 0.051 4.417 -1.358 -0.008 0.817
O -2.070 -1.563 -0.218 -0.981 -0.457 -1.379
S -3.092 -2.266 -3.335 -2.470 1.639 -0.839
S 0.306 0.440 1.558 0.158 0.280 1.269
C 1.004 -3.051 -1.733 -1.772 0.328 1.405
C 4.710 -0.042 2.724 -1.868 1.198 -0.568
C 0.593 -3.382 -2.975 -1.764 -1.161 -2.072
C 4.378 0.065 1.379 -2.522 -0.607 -0.663
C 0.029 -2.524 -0.825 -0.141 0.454 -2.009
C 3.759 0.181 3.748 1.002 -1.204 -1.274
C -0.718 -3.141 -3.441 1.269 0.518 2.731
C 3.004 0.286 1.009 1.473 -0.457 1.302
C -1.298 -2.201 -1.161 1.799 -0.866 -2.345
C 2.419 0.258 3.423 0.721 0.191 -0.511
C -1.580 -2.484 -2.580 -0.089 -0.075 1.900
C 2.054 0.363 2.071 -0.686 0.203 -2.175
N -2.077 0.744 -1.339 2.062 0.132 -1.704
C 1.222 1.150 5.288 -0.900 1.218 -0.374
C -3.381 -1.075 -0.688 -0.795 -1.155 1.330
C -3.207 -0.422 -3.162 -1.365 -1.039 1.521
C -0.415 3.311 -1.478 -0.966 -1.073 -0.969
C 0.430 1.544 0.117 1.298 -1.075 -0.458
C -1.969 1.750 -0.293 -0.587 -1.360 0.495
C -3.343 0.047 -1.665 1.835 1.020 -0.148
C -0.661 2.494 -0.176 -0.799 0.749 -0.356
H 1.989 -3.299 -1.390 0.298 0.132 0.198
H 5.689 -0.305 2.913 1.919 -0.447 0.905
H 1.073 -4.030 -3.661 1.532 -0.233 -0.311
H 4.990 -0.311 0.552 0.384 0.585 0.584
H 0.394 -2.115 0.045 0.583 0.390 2.353
H 4.024 -0.038 4.768 0.085 0.247 0.258
H -1.141 -3.525 -4.350 0.392 0.154 -0.447
H 2.785 0.245 -0.095 -0.255 0.181 1.547
H -1.317 -0.014 -1.255 -1.667 2.087 -0.103
H 1.245 2.063 4.640 -0.115 -0.440 0.831
H 1.915 1.267 6.128 0.331 -0.218 -0.353
H 0.197 1.087 5.786 1.193 -0.449 -1.145
H -3.978 -1.889 -1.047 -0.021 -0.698 -0.256
H -3.932 -0.760 0.185 0.446 0.241 0.708
H -4.092 -0.050 -3.642 -0.485 -0.263 -0.734
H -2.369 0.026 -3.613 1.106 0.478 -0.413
H -1.417 3.643 -1.928 1.416 -0.420 0.676
H 0.101 2.693 -2.272 -0.562 0.613 0.865
H 0.175 4.178 -1.274 0.459 0.591 0.032
H 1.329 2.116 0.249 0.726 0.008 -0.117
H 0.527 0.835 -0.711 0.340 0.456 -0.282
H -2.142 1.211 0.633 -0.350 0.442 0.889
H -2.692 2.509 -0.465 -1.178 0.407 0.001
H -4.252 0.718 -1.538 1.214 -0.717 -0.082
H -0.716 3.214 0.678 -0.345 -0.520 -0.530
```
Positions in Å, forces in eV/Å.

Computed properties:
HOMO level: -8.08 eV
relative energy (zero: lowest compared OMol25 entry of this formula, charge and spin): 60.7 kcal/mol
SMILES: COc1ccccc1SC[C@@H](C)CN[C@@H]1COc2ccccc2SC1

Here are the Mulliken charges for atoms 1 to 5, given in e: O -0.367; O -0.427; S -0.248; S -0.096; C -0.808



> Which formula does entry 3 have?

C20H25N7OPdS